Entry 1:
The following is a quantum chemistry calculation of an isolated molecule of C4H3FO in a non-equilibrium geometry, from OMol25.

Atoms and positions in Å:
F 0.323 -1.801 -1.150
C 0.218 -0.747 -0.417
C -0.929 -0.388 0.081
C -0.658 0.898 0.496
O 0.695 1.141 0.558
C 1.237 0.154 -0.036
H -1.818 -0.700 -0.432
H -1.326 1.503 1.090
H 2.258 -0.060 -0.191

Properties
- energy relative to the best compared isomer or geometry (same formula, charge and spin) (eV) = 1.363
- frontier orbital gap (Eh) = 0.3479
- SMILES string = Fc1ccoc1
- LUMO (eV) = 1.016

Löwdin atomic charge list, values in e, 8 entries: 0.12, -0.38, -0.01, -0.08, 0.05, -0.09, 0.14, 0.12

***

Entry 2:
The following is a quantum chemistry calculation of an isolated molecule of C4H3FO in a non-equilibrium geometry, from OMol25.

Atoms and positions in Å:
O -0.198 -0.471 3.008
C -0.833 -0.715 1.993
C -0.343 -0.116 0.808
C 0.218 0.184 -0.239
C 0.643 0.492 -1.599
F 0.879 1.826 -1.704
H -1.669 -1.406 1.972
H 1.484 -0.015 -1.932
H -0.181 0.221 -2.307

Properties
- energy relative to the best compared isomer or geometry (same formula, charge and spin) (eV) = 1.798
- frontier orbital gap (Eh) = 0.3734
- SMILES string = O=CC#CCF
- LUMO (eV) = -0.252

Löwdin atomic charge list, values in e, 8 entries: 0.06, -0.27, 0.04, 0.06, -0.23, -0.02, 0.12, 0.10

***

Entry 3:
The following is a quantum chemistry calculation of an isolated molecule of C4H3FOS in a non-equilibrium geometry, from OMol25.

Atoms and positions in Å:
F -2.242 1.629 0.351
C -1.292 0.745 -0.014
C -1.256 -0.045 -1.044
O -0.006 -0.710 -1.057
C 0.683 -0.375 0.030
S 2.106 -1.005 0.336
C -0.084 0.608 0.856
H -1.883 -0.290 -1.899
H -0.253 0.223 1.869
H 0.368 1.562 0.984

Properties
- energy relative to the best compared isomer or geometry (same formula, charge and spin) (eV) = 0.052
- frontier orbital gap (Eh) = 0.3360
- SMILES string = FC1=COC(=S)C1
- LUMO (eV) = 0.170

Löwdin atomic charge list, values in e, 8 entries: 0.08, -0.27, 0.02, -0.04, -0.89, 0.77, -0.08, 0.15

***

Entry 4:
The following is a quantum chemistry calculation of an isolated molecule of C4H3FS in a non-equilibrium geometry, from OMol25.

Atoms and positions in Å:
C -0.048 0.122 0.078
C -1.114 -0.774 -0.171
C 0.246 1.349 0.017
C -2.407 -0.382 -0.062
F -3.305 -1.399 0.090
S -3.030 1.132 0.003
H 0.898 -0.229 0.614
H -1.045 -1.891 -0.011
H 0.691 2.331 -0.037

Properties
- energy relative to the best compared isomer or geometry (same formula, charge and spin) (eV) = 4.261
- frontier orbital gap (spin up / spin down) (Eh) = 0.2210 / 0.2218
- LUMO (spin up / spin down) (eV) = -2.046 / -2.030

Löwdin atomic charge list, values in e, 8 entries: -0.25, -0.17, 0.28, -0.90, -0.04, 0.67, 0.19, 0.13

***

Entry 5:
The following is a quantum chemistry calculation of a structure of composition C4H3HgLiO5 in a non-equilibrium geometry, from OMol25.

Atoms and positions in Å:
C -0.801 -0.850 0.678
C 0.579 -1.164 0.541
H 0.897 -2.194 0.715
H 0.180 -0.578 1.730
O 1.233 -0.533 -0.555
C 2.423 -0.992 -0.953
O 2.942 -2.006 -0.577
O 2.861 -0.188 -1.908
H 3.695 -0.517 -2.268
O -1.282 0.277 0.271
Li -2.542 1.630 0.998
Hg 0.033 0.972 -1.570
C -4.635 2.786 1.359
O -5.584 3.359 1.540

Properties
- total charge = +1
- spin multiplicity = 2
- <S²> = 0.76
- frontier orbital gap (spin up / spin down) (Eh) = 0.2967 / 0.2118
- LUMO (spin up / spin down) (eV) = -3.760 / -5.743

Löwdin atomic charge list, values in e, 8 entries: -0.26, -0.12, 0.15, 0.23, -0.22, -0.63, 0.18, 0.13

***

Entry 6:
The following is a quantum chemistry calculation of a cluster of 2 separate species, C4H3I in total in a non-equilibrium geometry, from OMol25.

Atoms and positions in Å:
C -0.413 0.315 1.521
C -0.610 -0.729 2.273
C -0.067 -0.993 0.861
C 0.103 -1.585 -0.146
I 0.199 2.833 -2.218
H -0.292 1.234 1.001
H 0.913 1.296 -2.442
H 0.166 -2.372 -0.850

Properties
- spin multiplicity = 3
- energy relative to the best compared isomer or geometry (same formula, charge and spin) (eV) = 4.339
- <S²> = 2.02
- frontier orbital gap (spin up / spin down) (Eh) = 0.2492 / 0.2452
- LUMO (spin up / spin down) (eV) = 0.089 / -2.790

Charges computed using Löwdin, reported in e: -0.01, 0.05, -0.33, 0.16, 0.29, 0.07, -0.27, 0.04

***

Entry 7:
The following is a quantum chemistry calculation of a structure of composition C4H3IN2 in a non-equilibrium geometry, from OMol25.

Atoms and positions in Å:
C 1.179 -1.109 -1.436
C 1.347 -1.694 0.392
C 2.497 -0.729 2.288
C 1.234 -2.351 -0.812
N 0.839 -0.149 -1.957
N 1.631 -1.154 1.396
I 0.407 -4.063 -2.041
H 3.205 0.026 1.912
H 3.145 -1.560 2.608
H 1.764 -0.293 3.049

Properties
- energy relative to the best compared isomer or geometry (same formula, charge and spin) (eV) = 3.038
- frontier orbital gap (Eh) = 0.2631
- LUMO (eV) = -1.387

Löwdin atomic charge list, values in e, 8 entries: -0.47, -0.12, -0.12, -0.56, 0.16, 0.05, 0.72, 0.11

***

Entry 8:
The following is a quantum chemistry calculation of an isolated molecule of C4H3IO in a non-equilibrium geometry, from OMol25.

Atoms and positions in Å:
C 1.901 0.211 -0.176
C 0.488 -0.023 0.001
C -0.682 -0.003 0.255
C -2.255 -0.497 0.196
O -2.621 -1.614 0.133
I -3.611 1.147 -0.083
H 2.378 0.768 0.578
H 2.142 0.821 -1.023
H 2.260 -0.811 0.119

Properties
- energy relative to the best compared isomer or geometry (same formula, charge and spin) (eV) = 0.451
- frontier orbital gap (Eh) = 0.3683
- SMILES string = CC#CC(=O)I
- LUMO (eV) = 0.191

Löwdin atomic charge list, values in e, 8 entries: -0.09, -0.12, 0.00, -0.84, 0.02, 0.79, 0.06, 0.08

***

Entry 9:
The following is a quantum chemistry calculation of a structure of composition C4H3Li2O2Sc in a non-equilibrium geometry, from OMol25.

Atoms and positions in Å:
C 0.435 0.834 0.564
O 0.807 0.736 1.706
Li 0.762 2.027 3.149
Sc -0.262 -2.641 -0.608
C -1.773 0.325 -1.302
C -0.831 -0.592 -1.057
C 0.568 -0.202 -0.520
O 1.198 -1.354 -0.028
Li 1.996 -1.222 1.595
H -2.524 0.488 -0.474
H 1.145 0.277 -1.333
H -1.521 1.323 -1.691

Properties
- total charge = +3
- spin multiplicity = 2
- <S²> = 0.75
- frontier orbital gap (spin up / spin down) (Eh) = 0.2493 / 0.2422
- LUMO (spin up / spin down) (eV) = -13.072 / -13.248

Löwdin atomic charge list, values in e, 8 entries: 0.04, -0.02, 0.92, 1.66, 0.12, -0.21, -0.46, -0.37

***

Entry 10:
The following is a quantum chemistry calculation of a structure of composition C4H3LiMgNaO2 in a non-equilibrium geometry, from OMol25.

Atoms and positions in Å:
C 0.033 -0.431 0.031
O -0.786 -0.246 1.052
Li 4.330 0.304 0.075
Na -0.566 -2.133 2.212
H 0.701 -0.305 -1.112
C 1.109 -1.333 -0.011
C 1.733 -1.697 1.297
C 2.492 -0.803 1.962
O 2.752 0.511 1.591
Mg 0.962 1.383 1.346
H 1.056 -2.111 -0.783
H 3.031 -1.075 2.880

Properties
- total charge = +1
- energy relative to the best compared isomer or geometry (same formula, charge and spin) (eV) = 0.000
- frontier orbital gap (spin up / spin down) (Eh) = 0.2406 / 0.1890
- LUMO (spin up / spin down) (eV) = -4.240 / -4.151

Löwdin atomic charge list, values in e, 8 entries: -0.41, -0.22, 0.84, 0.70, 0.21, -0.25, -0.08, -0.40

***

Entry 11:
The following is a quantum chemistry calculation of a structure of composition C4H3LiO2Zn in a non-equilibrium geometry, from OMol25.

Atoms and positions in Å:
Zn -1.275 2.149 1.692
O -0.471 0.572 0.579
C -0.719 0.525 -0.806
H -1.620 0.029 -1.209
H -0.741 1.553 -1.214
C 1.557 -0.160 -2.151
C 0.470 -0.208 -1.349
C 1.687 -0.317 -0.603
O 2.481 -0.816 0.173
Li -0.788 -0.806 1.701
H 1.820 0.426 -3.036

Properties
- frontier orbital gap (Eh) = 0.2105
- LUMO (eV) = -0.956

Löwdin atomic charge list, values in e, 8 entries: 0.43, -0.71, -0.36, 0.11, 0.11, 0.14, -0.12, -0.32

***

Entry 12:
The following is a quantum chemistry calculation of a structure of composition C4H3LiO6Tl in a non-equilibrium geometry, from OMol25.

Atoms and positions in Å:
O 3.850 -0.958 0.617
C 2.846 -0.211 0.368
O 3.055 0.973 -0.051
O 1.655 -0.705 0.509
C 0.553 0.117 0.909
O -1.634 0.610 0.240
C -2.677 0.438 -0.612
C -0.656 -0.379 0.366
O -2.810 -0.636 -1.239
O -3.498 1.384 -0.648
Tl 4.928 0.545 0.023
Li -4.498 0.238 -1.936
H 0.732 1.195 0.851
H -0.587 -1.015 -0.528
H -1.258 -1.597 1.131

Properties
- total charge = +1
- frontier orbital gap (spin up / spin down) (Eh) = 0.2359 / 0.1167
- LUMO (spin up / spin down) (eV) = -6.602 / -8.375

Löwdin atomic charge list, values in e, 8 entries: -0.11, -0.74, -0.14, 0.14, 0.18, 0.03, -0.78, -0.13

***

Entry 13:
The following is a quantum chemistry calculation of a structure of composition C4H3LuO6 in a non-equilibrium geometry, from OMol25.

Atoms and positions in Å:
O 0.900 0.817 0.734
C -0.021 0.526 -0.102
O -2.187 -0.577 -0.232
C -1.908 -1.615 -0.993
C -1.163 -0.119 0.652
O -0.818 -2.250 -0.879
O -2.782 -1.993 -1.825
H -0.821 -0.939 1.301
H -1.639 0.650 1.280
Lu -1.545 -3.758 -2.639
O 3.114 2.077 1.523
C 2.341 2.088 0.455
O 2.572 2.575 -0.611
H 3.959 2.516 1.337

Properties
- total charge = +1
- spin multiplicity = 2
- energy relative to the best compared isomer or geometry (same formula, charge and spin) (eV) = 0.236
- <S²> = 0.75
- frontier orbital gap (spin up / spin down) (Eh) = 0.2182 / 0.1698
- LUMO (spin up / spin down) (eV) = -4.861 / -6.173

Löwdin atomic charge list, values in e, 8 entries: -0.05, -0.04, 0.06, -0.80, -0.15, -0.16, -0.18, 0.14

***

Entry 14:
The following is a quantum chemistry calculation of an isolated molecule of C4H3N in a non-equilibrium geometry, from OMol25.

Atoms and positions in Å:
C -0.565 -0.964 -0.971
C -0.202 0.054 0.010
C 0.326 0.725 0.875
C 0.862 1.692 1.745
N 1.541 2.511 2.270
H -0.302 -0.857 -2.054
H -0.007 -1.867 -0.889
H -1.654 -1.295 -0.986

Properties
- energy relative to the best compared isomer or geometry (same formula, charge and spin) (eV) = 0.560
- frontier orbital gap (Eh) = 0.4058
- SMILES string = CC#CC#N
- LUMO (eV) = 0.534

Charges computed using Löwdin, reported in e: -0.11, -0.04, -0.03, -0.22, 0.14, 0.09, 0.06, 0.10

***

Entry 15:
The following is a quantum chemistry calculation of the ion C4H3N2O2 with charge +1 in a non-equilibrium geometry, from OMol25.

Atoms and positions in Å:
C 1.320 -0.603 -0.552
C -1.448 1.602 0.110
C 0.077 -0.039 -0.152
C -1.424 -0.657 -0.015
N -0.190 1.334 -0.109
N 1.283 -0.601 0.723
O -1.767 -1.796 -0.163
O -2.186 0.434 0.096
H 2.031 -0.795 -1.417
H 0.514 1.992 -0.169
H 1.791 -0.871 1.647

Properties
- total charge = +1
- energy relative to the best compared isomer or geometry (same formula, charge and spin) (eV) = 2.526
- frontier orbital gap (Eh) = 0.2826
- LUMO (eV) = -6.397

Löwdin atomic charge list, values in e, 8 entries: 0.14, 0.05, -0.16, -0.33, 0.11, 0.29, 0.22, 0.10

***

Entry 16:
The following is a quantum chemistry calculation of a structure of composition C4H3N2O2S in a non-equilibrium geometry, from OMol25.

Atoms and positions in Å:
C -3.169 0.521 -0.773
C -2.169 1.162 -0.468
C 1.297 -1.326 0.067
C 2.364 0.885 0.048
N 2.133 -0.215 -0.257
N 0.235 -0.861 0.805
O 1.663 -2.432 -0.171
O 2.825 1.942 0.187
S -0.834 1.729 0.359
H -3.801 0.149 -1.570
H -0.312 0.086 0.543
H -0.231 -1.641 1.231

Properties
- total charge = -1
- energy relative to the best compared isomer or geometry (same formula, charge and spin) (eV) = 1.620
- frontier orbital gap (Eh) = 0.2777
- LUMO (eV) = 3.589

Löwdin atomic charge list, values in e, 8 entries: -0.09, -0.83, -0.61, -0.40, 0.22, 0.08, 0.06, 0.13

***

Entry 17:
The following is a quantum chemistry calculation of a cluster of 2 separate species, C4H3N2OS in total in a non-equilibrium geometry, from OMol25.

Atoms and positions in Å:
C 0.150 0.395 0.123
C 0.992 0.809 1.141
C 0.768 0.905 -1.057
C 0.351 1.050 -2.358
N 2.088 1.356 0.592
N 1.986 1.470 -0.673
O -0.009 1.591 -3.346
S -1.788 -1.164 -2.223
H -0.762 -0.174 0.294
H 0.954 0.468 2.269
H -2.071 -1.581 -3.586

Properties
- total charge = -1
- energy relative to the best compared isomer or geometry (same formula, charge and spin) (eV) = 2.432
- frontier orbital gap (Eh) = 0.2460
- LUMO (eV) = 3.118

Löwdin atomic charge list, values in e, 8 entries: -0.09, -0.21, -0.34, -0.09, -0.08, -0.01, 0.16, -0.18

***

Entry 18:
The following is a quantum chemistry calculation of the ion C4H3N2OS with charge -1 in a non-equilibrium geometry, from OMol25.

Atoms and positions in Å:
C 1.278 -0.485 -0.065
C 0.341 -1.417 -0.069
C 0.874 0.895 0.017
C -1.539 -0.571 -0.114
N -1.469 0.674 0.080
N -0.353 1.381 0.001
O -0.497 2.641 -0.085
S -2.820 -1.607 -0.055
H 2.271 -0.847 0.168
H 0.474 -2.447 0.101
H 1.440 1.783 0.022

Properties
- total charge = -1
- energy relative to the best compared isomer or geometry (same formula, charge and spin) (eV) = 4.815
- frontier orbital gap (Eh) = 0.2747
- LUMO (eV) = 3.791

Löwdin atomic charge list, values in e, 8 entries: -0.19, 0.00, -0.09, -0.83, 0.01, -0.34, -0.14, 0.38

***

Entry 19:
The following is a quantum chemistry calculation of an isolated molecule of C4H3N3 in a non-equilibrium geometry, from OMol25.

Atoms and positions in Å:
N 2.806 0.211 0.768
C 1.997 -0.423 0.233
C 0.731 -0.671 -0.362
N -0.226 -1.505 0.013
C -1.339 -0.730 0.116
C -1.051 0.591 -0.142
N 0.232 0.638 -0.518
H -2.295 -1.107 0.441
H -1.620 1.489 0.010
H 0.766 1.507 -0.561

Properties
- energy relative to the best compared isomer or geometry (same formula, charge and spin) (eV) = 1.136
- frontier orbital gap (Eh) = 0.3610
- SMILES string = N#Cc1ncc[nH]1
- LUMO (eV) = 0.456

Löwdin atomic charge list, values in e, 8 entries: 0.15, -0.17, -0.33, 0.12, -0.14, -0.09, 0.08, 0.10

***

Entry 20:
The following is a quantum chemistry calculation of an isolated molecule of C4H3N3O in a non-equilibrium geometry, from OMol25.

Atoms and positions in Å:
C -0.125 1.517 -0.765
N 0.276 0.740 -1.741
N 0.459 -0.527 -1.352
C 0.228 -0.564 0.034
C -0.038 -1.264 1.076
O -0.699 -0.480 2.059
N -0.945 0.842 1.489
C -0.317 0.680 0.372
H -0.234 2.529 -0.920
H 1.411 -1.119 -1.593
H -0.016 -2.355 1.340

Properties
- energy relative to the best compared isomer or geometry (same formula, charge and spin) (eV) = 3.528
- frontier orbital gap (Eh) = 0.3490
- SMILES string = c1n[nH]c2conc12
- LUMO (eV) = 0.268

Löwdin atomic charge list, values in e, 8 entries: -0.03, 0.03, 0.00, -0.24, -0.03, -0.06, 0.18, -0.31